{
  "formula": "C4H6ClN",
  "method": "ωB97M-V with the def2-TZVPD basis set",
  "e_above_lowest_kcal_mol": 89.5,
  "largest_force_ev_per_a": 3.36,
  "e_tot_ev": -18253.5603,
  "homo_ev": [-8.5, -8.9],
  "lumo_energy_ev": [-0.94, 0.01],
  "homo_lumo_gap_ev": [7.532, 8.869],
  "elements": ["C", "C", "C", "C", "N", "Cl", "H", "H", "H", "H", "H", "H"],
  "positions_angstrom": [[1.840, 1.618, -0.058], [1.165, 0.469, 0.143], [-1.151, -1.126, -0.596], [-0.683, -0.893, 0.826], [-0.059, 0.422, 0.600], [2.196, -0.944, -0.079], [2.793, 1.565, -0.379], [1.508, 2.621, 0.078], [-0.339, -1.491, -1.168], [-2.072, -0.851, -1.040], [-1.564, -0.874, 1.694], [0.102, -1.570, 1.212]]
}